# 1
{
  "formula": "C31H84NO15P2",
  "method": "the ωB97M-V functional and the def2-TZVPD basis",
  "total_charge": -1,
  "spin_multiplicity": 1,
  "e_lumo_ev": 1.98,
  "largest_force_ev_per_a": 0.6,
  "homo_ev": -3.87,
  "orbital_gap_ev": 5.8,
  "symbols": ["C", "C", "C", "N", "P", "P", "O", "H", "H", "H", "H", "H", "H", "H", "H", "H", "H", "H", "H", "H", "H", "C", "O", "C", "C", "O", "C", "H", "H", "H", "H", "H", "H", "H", "H", "H", "H", "C", "O", "C", "C", "O", "C", "H", "H", "H", "H", "H", "H", "H", "H", "H", "H", "C", "O", "C", "C", "O", "C", "H", "H", "H", "H", "H", "H", "H", "H", "H", "H", "C", "O", "C", "C", "O", "C", "H", "H", "H", "H", "H", "H", "H", "H", "H", "H", "C", "O", "C", "C", "O", "C", "H", "H", "H", "H", "H", "H", "H", "H", "H", "H", "C", "O", "C", "C", "O", "C", "H", "H", "H", "H", "H", "H", "H", "H", "H", "H", "C", "O", "C", "C", "O", "C", "H", "H", "H", "H", "H", "H", "H", "H", "H", "H"],
  "coordinates": [[-2.46, -3.15, -2.52], [-3.01, -1.77, -2.16], [-2.51, -1.15, -0.85], [-1.25, -0.41, -0.90], [0.28, -1.31, -1.08], [2.23, -2.49, -1.29], [2.10, -3.99, -1.23], [-1.38, -3.17, -2.52], [-2.82, -3.90, -1.80], [-2.81, -3.46, -3.50], [-4.11, -1.86, -2.08], [-2.81, -1.07, -2.97], [-2.45, -1.91, -0.06], [-3.28, -0.45, -0.52], [-1.32, 0.27, -1.64], [1.00, -0.07, -1.43], [0.09, -1.59, -2.53], [-0.33, -2.59, -0.73], [0.66, -1.10, 0.34], [2.89, -2.13, -2.51], [3.14, -2.04, -0.29], [5.02, -0.21, -6.28], [4.47, -1.19, -7.14], [4.02, -2.35, -6.46], [2.52, -2.35, -6.27], [2.11, -1.31, -5.41], [1.52, -0.21, -6.05], [5.18, 0.68, -6.88], [4.35, 0.02, -5.46], [5.98, -0.55, -5.87], [4.51, -2.43, -5.48], [4.31, -3.22, -7.05], [2.23, -3.30, -5.81], [2.02, -2.27, -7.24], [0.54, -0.47, -6.46], [2.15, 0.18, -6.86], [1.38, 0.56, -5.30], [-4.81, 1.09, 1.71], [-5.77, 0.32, 0.99], [-6.36, -0.70, 1.76], [-7.77, -0.35, 2.17], [-7.82, 0.75, 3.06], [-8.12, 1.98, 2.43], [-4.52, 1.93, 1.08], [-5.24, 1.47, 2.64], [-3.92, 0.50, 1.92], [-5.76, -0.91, 2.65], [-6.39, -1.61, 1.15], [-8.22, -1.20, 2.68], [-8.37, -0.14, 1.27], [-9.16, 1.99, 2.08], [-7.46, 2.17, 1.58], [-8.00, 2.76, 3.17], [-3.30, -4.17, 1.52], [-2.79, -3.30, 2.50], [-3.58, -3.23, 3.67], [-2.96, -4.02, 4.81], [-2.95, -5.41, 4.55], [-1.69, -5.88, 4.09], [-2.55, -4.26, 0.73], [-3.52, -5.17, 1.93], [-4.22, -3.76, 1.07], [-4.59, -3.59, 3.47], [-3.64, -2.18, 3.97], [-3.55, -3.86, 5.72], [-1.95, -3.66, 4.99], [-0.94, -5.84, 4.89], [-1.33, -5.30, 3.23], [-1.83, -6.92, 3.78], [-1.59, 3.07, 0.97], [-2.27, 2.96, 2.21], [-1.41, 2.69, 3.30], [-1.19, 3.92, 4.16], [-0.48, 4.94, 3.48], [-1.31, 5.95, 2.95], [-2.32, 3.42, 0.23], [-0.77, 3.80, 1.03], [-1.20, 2.10, 0.65], [-0.45, 2.30, 2.94], [-1.88, 1.92, 3.91], [-0.60, 3.64, 5.04], [-2.16, 4.30, 4.50], [-1.77, 6.55, 3.75], [-2.10, 5.54, 2.32], [-0.69, 6.61, 2.35], [8.08, -5.88, -10.49], [7.32, -6.26, -9.37], [8.04, -6.23, -8.15], [7.75, -4.98, -7.34], [8.22, -3.81, -7.99], [7.19, -3.07, -8.62], [7.40, -5.81, -11.34], [8.57, -4.92, -10.34], [8.85, -6.63, -10.72], [9.12, -6.30, -8.35], [7.75, -7.11, -7.57], [8.27, -5.06, -6.38], [6.68, -4.91, -7.15], [6.53, -2.61, -7.89], [6.60, -3.70, -9.30], [7.67, -2.28, -9.20], [-2.31, 9.21, 5.90], [-3.18, 8.47, 5.07], [-3.85, 7.42, 5.74], [-5.29, 7.78, 6.06], [-5.37, 8.84, 7.00], [-5.65, 10.09, 6.42], [-1.96, 10.06, 5.32], [-2.81, 9.56, 6.80], [-1.44, 8.61, 6.18], [-3.32, 7.15, 6.66], [-3.85, 6.54, 5.08], [-5.78, 6.91, 6.50], [-5.81, 8.05, 5.14], [-6.67, 10.12, 6.02], [-4.96, 10.33, 5.61], [-5.56, 10.84, 7.20], [5.43, -1.71, 1.32], [4.66, -0.54, 1.51], [3.91, -0.53, 2.71], [4.53, 0.37, 3.76], [5.79, -0.12, 4.21], [6.89, 0.53, 3.60], [6.01, -1.56, 0.41], [6.12, -1.89, 2.15], [4.78, -2.58, 1.18], [3.80, -1.54, 3.10], [2.91, -0.15, 2.46], [3.86, 0.42, 4.62], [4.64, 1.38, 3.35], [6.97, 1.57, 3.94], [6.82, 0.51, 2.51], [7.78, -0.01, 3.91]],
  "lowdin_charge": [-0.14, -0.26, -0.34, -0.30, 0.17, 0.47, -0.61, 0.03, 0.06, 0.06, 0.09, 0.10, 0.08, 0.08, 0.04, -0.06, -0.06, -0.05, -0.08, -0.06, -0.07, -0.11, -0.21, -0.21, -0.21, -0.20, -0.11, 0.09, 0.09, 0.09, 0.13, 0.11, 0.13, 0.13, 0.09, 0.08, 0.09, -0.11, -0.19, -0.21, -0.21, -0.19, -0.12, 0.08, 0.09, 0.09, 0.12, 0.12, 0.12, 0.12, 0.09, 0.08, 0.09, -0.11, -0.19, -0.22, -0.21, -0.19, -0.11, 0.08, 0.09, 0.08, 0.12, 0.12, 0.12, 0.13, 0.09, 0.09, 0.09, -0.10, -0.21, -0.20, -0.21, -0.18, -0.10, 0.09, 0.08, 0.08, 0.13, 0.13, 0.12, 0.12, 0.07, 0.08, 0.09, -0.12, -0.19, -0.21, -0.21, -0.19, -0.09, 0.09, 0.08, 0.09, 0.12, 0.12, 0.13, 0.12, 0.07, 0.09, 0.09, -0.11, -0.20, -0.21, -0.20, -0.19, -0.12, 0.09, 0.08, 0.09, 0.13, 0.12, 0.13, 0.13, 0.09, 0.08, 0.09, -0.13, -0.21, -0.21, -0.21, -0.19, -0.12, 0.09, 0.08, 0.08, 0.13, 0.12, 0.12, 0.12, 0.08, 0.08, 0.09]
}

# 2
{
  "formula": "C2H4N2S3",
  "method": "the ωB97M-V functional and the def2-TZVPD basis",
  "spin_multiplicity": 1,
  "e_lumo_ev": [-1.18, -1.62],
  "largest_force_ev_per_a": 3.8,
  "homo_ev": [-7.79, -7.20],
  "orbital_gap_ev": [6.6, 5.6],
  "de_lowest_kcal_mol": 101.67,
  "symbols": ["C", "C", "N", "N", "S", "S", "S", "H", "H", "H", "H"],
  "coordinates": [[0.46, 0.57, 0.49], [-0.82, -0.19, -0.07], [0.04, 1.03, 1.74], [-1.65, 1.74, 1.28], [0.67, 2.30, 2.43], [-1.94, 3.03, 2.04], [-2.32, 0.74, 0.21], [1.09, -0.26, 0.60], [0.76, 1.43, -0.14], [-0.80, -0.38, -1.06], [-0.82, -1.06, 0.45]],
  "nbo_charge": [-0.24, -0.54, -0.53, -0.74, 0.16, 0.43, 0.61, 0.22, 0.19, 0.22, 0.21]
}

# 3
{
  "formula": "C5H7N",
  "method": "the ωB97M-V functional and the def2-TZVPD basis",
  "spin_multiplicity": 1,
  "e_lumo_ev": 0.46,
  "largest_force_ev_per_a": 0.6,
  "homo_ev": -8.14,
  "orbital_gap_ev": 8.6,
  "de_lowest_kcal_mol": 140.91,
  "symbols": ["C", "C", "C", "C", "C", "N", "H", "H", "H", "H", "H", "H", "H"],
  "coordinates": [[-0.47, 1.69, 0.81], [0.02, 0.56, -0.11], [-0.41, -0.67, 0.52], [-0.03, -2.58, -0.30], [0.59, -1.99, -1.16], [0.61, 0.77, -1.23], [0.36, 2.39, 0.99], [-1.28, 2.23, 0.32], [-0.85, 1.37, 1.79], [0.18, -0.81, 1.44], [-0.43, -3.41, 0.25], [1.02, -1.32, -1.89], [0.68, 1.78, -1.42]],
  "nbo_charge": [-0.66, 0.17, -0.22, -0.21, -0.09, -0.75, 0.22, 0.23, 0.23, 0.17, 0.27, 0.29, 0.34]
}

# 4
{
  "formula": "C63H99F6N3O39",
  "method": "the ωB97M-V functional and the def2-TZVPD basis",
  "spin_multiplicity": 1,
  "e_lumo_ev": -0.79,
  "largest_force_ev_per_a": 3.0,
  "homo_ev": -7.77,
  "orbital_gap_ev": 7.0,
  "symbols": ["C", "C", "C", "C", "C", "C", "N", "O", "C", "C", "C", "H", "H", "H", "H", "H", "H", "H", "H", "H", "H", "H", "H", "H", "H", "H", "H", "H", "H", "H", "C", "C", "C", "C", "C", "C", "N", "O", "C", "C", "C", "H", "H", "H", "H", "H", "H", "H", "H", "H", "H", "H", "H", "H", "H", "H", "H", "H", "H", "H", "C", "C", "C", "C", "C", "C", "N", "O", "C", "C", "C", "H", "H", "H", "H", "H", "H", "H", "H", "H", "H", "H", "H", "H", "H", "H", "H", "H", "H", "H", "C", "C", "O", "C", "O", "O", "H", "H", "H", "H", "C", "C", "O", "C", "O", "O", "H", "H", "H", "H", "C", "C", "O", "C", "O", "O", "H", "H", "H", "H", "C", "C", "O", "C", "O", "O", "H", "H", "H", "H", "C", "C", "O", "C", "O", "O", "H", "H", "H", "H", "C", "C", "O", "C", "O", "O", "H", "H", "H", "H", "C", "C", "O", "C", "O", "O", "F", "H", "H", "H", "C", "C", "O", "C", "O", "O", "F", "H", "H", "H", "C", "C", "O", "C", "O", "O", "F", "H", "H", "H", "C", "C", "O", "C", "O", "O", "F", "H", "H", "H", "C", "C", "O", "C", "O", "O", "F", "H", "H", "H", "C", "C", "O", "C", "O", "O", "F", "H", "H", "H"],
  "coordinates": [[-35.26, 6.58, 1.64], [-34.89, 6.36, 3.13], [-33.66, 5.39, 3.09], [-32.34, 6.08, 2.83], [-32.20, 7.26, 3.78], [-33.30, 8.29, 3.74], [-34.57, 7.58, 3.85], [-35.70, 8.44, 3.91], [-33.14, 9.20, 4.99], [-33.15, 9.17, 2.50], [-35.99, 5.54, 3.79], [-36.00, 7.38, 1.55], [-35.55, 5.72, 1.04], [-34.36, 7.01, 1.21], [-33.68, 4.70, 3.93], [-33.78, 4.78, 2.18], [-32.18, 6.42, 1.80], [-31.58, 5.31, 3.02], [-31.24, 7.62, 3.38], [-31.93, 7.00, 4.81], [-33.88, 10.00, 5.07], [-33.26, 8.61, 5.90], [-32.15, 9.66, 4.95], [-32.19, 9.71, 2.59], [-33.11, 8.58, 1.59], [-33.88, 9.98, 2.46], [-35.88, 5.74, 4.86], [-35.93, 4.47, 3.60], [-36.97, 5.85, 3.44], [-35.71, 8.67, 4.85], [-35.15, 16.00, -0.86], [-35.63, 14.92, 0.08], [-36.36, 13.81, -0.74], [-35.32, 12.90, -1.34], [-34.29, 12.37, -0.30], [-33.59, 13.47, 0.53], [-34.67, 14.36, 1.00], [-34.15, 15.28, 1.95], [-32.90, 12.78, 1.72], [-32.52, 14.21, -0.33], [-36.80, 15.38, 0.98], [-35.96, 16.66, -1.15], [-34.71, 15.62, -1.78], [-34.35, 16.58, -0.38], [-37.06, 13.22, -0.14], [-36.94, 14.23, -1.56], [-34.74, 13.46, -2.07], [-35.73, 12.01, -1.83], [-33.58, 11.96, -1.02], [-34.68, 11.52, 0.27], [-32.43, 11.87, 1.35], [-32.17, 13.53, 2.07], [-33.59, 12.41, 2.48], [-32.45, 15.27, -0.10], [-31.53, 13.84, -0.07], [-32.70, 14.12, -1.40], [-36.69, 16.21, 1.68], [-37.01, 14.50, 1.61], [-37.79, 15.45, 0.52], [-34.48, 14.87, 2.76], [-40.95, 6.91, 0.50], [-40.36, 5.61, -0.14], [-39.51, 4.89, 0.93], [-39.08, 3.48, 0.54], [-40.24, 2.63, 0.10], [-41.09, 3.34, -1.00], [-41.43, 4.68, -0.53], [-42.43, 5.27, -1.34], [-40.36, 3.30, -2.36], [-42.37, 2.48, -1.09], [-39.46, 6.01, -1.31], [-41.87, 6.72, 1.05], [-41.12, 7.72, -0.20], [-40.18, 7.24, 1.20], [-38.58, 5.39, 1.21], [-40.15, 4.88, 1.82], [-38.62, 2.97, 1.39], [-38.30, 3.52, -0.23], [-40.90, 2.29, 0.91], [-39.82, 1.69, -0.28], [-39.28, 3.31, -2.24], [-40.56, 2.36, -2.88], [-40.74, 4.10, -2.99], [-42.21, 1.45, -0.79], [-43.15, 2.85, -0.42], [-42.88, 2.53, -2.06], [-38.66, 5.33, -1.60], [-38.99, 6.98, -1.09], [-40.02, 6.19, -2.24], [-43.10, 5.52, -0.70], [-35.10, 8.04, -2.59], [-34.84, 6.95, -1.55], [-34.41, 5.90, -2.45], [-34.60, 6.24, -3.75], [-34.35, 5.55, -4.69], [-35.28, 7.39, -3.81], [-34.29, 8.77, -2.73], [-35.85, 8.74, -2.22], [-35.78, 6.58, -1.15], [-34.08, 7.25, -0.84], [-37.00, 1.68, 6.47], [-35.81, 2.57, 5.96], [-34.81, 2.31, 6.93], [-35.14, 1.26, 7.70], [-34.42, 0.73, 8.49], [-36.43, 0.96, 7.56], [-37.41, 1.07, 5.67], [-37.78, 2.30, 6.92], [-36.06, 3.63, 5.92], [-35.50, 2.20, 4.99], [-32.58, 1.92, 0.06], [-32.80, 3.40, -0.17], [-34.21, 3.52, -0.10], [-34.77, 2.33, -0.36], [-35.92, 2.15, -0.55], [-33.81, 1.36, -0.37], [-32.37, 1.71, 1.12], [-31.76, 1.46, -0.49], [-32.35, 3.81, -1.08], [-32.22, 3.94, 0.59], [-29.46, 9.41, 0.06], [-29.83, 10.78, -0.54], [-31.02, 10.47, -1.25], [-31.37, 9.18, -1.06], [-32.28, 8.63, -1.58], [-30.68, 8.68, -0.01], [-28.97, 9.45, 1.02], [-28.80, 8.91, -0.65], [-29.03, 11.06, -1.22], [-30.04, 11.48, 0.27], [-31.16, 1.91, 3.84], [-30.83, 2.63, 5.13], [-29.43, 2.92, 5.03], [-29.04, 2.78, 3.77], [-27.98, 3.04, 3.30], [-30.07, 2.33, 2.98], [-32.05, 2.31, 3.35], [-31.21, 0.83, 3.95], [-30.96, 2.12, 6.08], [-31.35, 3.58, 5.28], [-38.52, 6.80, 6.09], [-39.38, 7.34, 7.23], [-40.64, 7.55, 6.61], [-40.56, 7.47, 5.28], [-41.39, 7.78, 4.49], [-39.32, 7.05, 4.93], [-38.35, 5.73, 6.11], [-37.66, 7.45, 5.97], [-38.95, 8.25, 7.64], [-39.37, 6.67, 8.09], [-34.00, 6.86, 9.29], [-35.35, 6.25, 8.94], [-35.15, 5.90, 7.58], [-33.84, 5.67, 7.35], [-33.40, 5.12, 6.39], [-33.13, 6.22, 8.32], [-36.28, 7.25, 8.98], [-33.57, 6.61, 10.26], [-33.98, 7.93, 9.10], [-35.76, 5.38, 9.45], [-32.54, 10.87, 7.99], [-32.69, 12.21, 8.71], [-33.24, 11.83, 9.95], [-33.88, 10.66, 9.78], [-34.69, 10.15, 10.49], [-33.50, 10.06, 8.63], [-33.60, 12.95, 7.99], [-31.53, 10.51, 8.21], [-32.68, 11.01, 6.92], [-31.77, 12.76, 8.80], [-38.01, 9.32, 1.90], [-36.99, 9.91, 0.95], [-37.71, 11.03, 0.52], [-39.05, 10.70, 0.48], [-39.86, 11.32, -0.12], [-39.26, 9.68, 1.31], [-36.65, 9.05, -0.05], [-37.95, 9.85, 2.86], [-37.98, 8.25, 2.04], [-36.10, 10.30, 1.44], [-29.84, 6.52, 7.27], [-30.04, 8.00, 7.48], [-29.95, 8.10, 8.89], [-30.22, 6.88, 9.45], [-30.45, 6.69, 10.60], [-30.25, 5.95, 8.51], [-31.31, 8.41, 7.17], [-28.80, 6.28, 7.07], [-30.49, 6.09, 6.51], [-29.37, 8.60, 6.88], [-27.44, 10.60, 3.77], [-28.92, 10.45, 4.04], [-29.04, 9.10, 4.33], [-27.85, 8.47, 4.31], [-27.74, 7.31, 4.52], [-26.86, 9.31, 3.90], [-29.79, 10.75, 3.03], [-27.04, 11.33, 4.48], [-27.22, 11.06, 2.81], [-29.18, 11.10, 4.88], [-36.55, 13.00, 6.39], [-36.49, 12.53, 4.95], [-36.63, 11.13, 5.02], [-36.40, 10.70, 6.26], [-36.16, 9.59, 6.61], [-36.32, 11.78, 7.13], [-35.27, 12.76, 4.39], [-37.53, 13.34, 6.72], [-35.77, 13.72, 6.63], [-37.29, 12.97, 4.36]],
  "lowdin_charge": [-0.01, -0.47, -0.13, -0.16, -0.13, -0.48, -0.06, 0.00, -0.02, -0.01, -0.02, 0.06, 0.09, 0.05, 0.10, 0.10, 0.11, 0.11, 0.12, 0.10, 0.07, 0.08, 0.08, 0.07, 0.07, 0.07, 0.07, 0.08, 0.08, 0.05, -0.03, -0.51, -0.14, -0.17, -0.12, -0.47, -0.11, -0.01, -0.03, -0.01, -0.05, 0.09, 0.08, 0.08, 0.10, 0.13, 0.10, 0.11, 0.11, 0.10, 0.06, 0.08, 0.07, 0.08, 0.07, 0.08, 0.08, 0.07, 0.09, 0.09, -0.02, -0.48, -0.13, -0.19, -0.14, -0.49, -0.12, -0.01, -0.02, -0.05, -0.03, 0.09, 0.08, 0.06, 0.11, 0.12, 0.11, 0.09, 0.12, 0.12, 0.07, 0.08, 0.08, 0.08, 0.08, 0.08, 0.07, 0.07, 0.08, 0.10, -0.15, -0.10, 0.04, -0.57, 0.17, 0.09, 0.11, 0.11, 0.12, 0.10, -0.08, -0.11, 0.05, -0.59, 0.16, 0.07, 0.13, 0.12, 0.10, 0.13, -0.12, -0.12, 0.06, -0.56, 0.17, 0.07, 0.11, 0.14, 0.14, 0.12, -0.10, -0.11, 0.06, -0.55, 0.17, 0.05, 0.11, 0.13, 0.13, 0.12, -0.10, -0.09, 0.08, -0.59, 0.16, 0.03, 0.11, 0.13, 0.14, 0.11, -0.12, -0.12, 0.08, -0.57, 0.17, 0.04, 0.13, 0.11, 0.13, 0.13, 0.01, -0.25, 0.11, -0.56, 0.16, 0.07, 0.06, 0.15, 0.12, 0.18, -0.08, -0.26, 0.16, -0.55, 0.19, 0.06, 0.06, 0.13, 0.13, 0.17, -0.05, -0.31, 0.10, -0.54, 0.19, 0.08, 0.07, 0.13, 0.13, 0.15, -0.04, -0.27, 0.13, -0.57, 0.18, 0.09, 0.04, 0.15, 0.13, 0.15, -0.07, -0.31, 0.11, -0.55, 0.20, 0.10, 0.06, 0.14, 0.14, 0.17, -0.03, -0.28, 0.13, -0.52, 0.17, 0.05, 0.07, 0.14, 0.14, 0.17]
}

Repeat the third record exactly.
{
  "formula": "C5H7N",
  "method": "the ωB97M-V functional and the def2-TZVPD basis",
  "spin_multiplicity": 1,
  "e_lumo_ev": 0.46,
  "largest_force_ev_per_a": 0.6,
  "homo_ev": -8.14,
  "orbital_gap_ev": 8.6,
  "de_lowest_kcal_mol": 140.91,
  "symbols": ["C", "C", "C", "C", "C", "N", "H", "H", "H", "H", "H", "H", "H"],
  "coordinates": [[-0.47, 1.69, 0.81], [0.02, 0.56, -0.11], [-0.41, -0.67, 0.52], [-0.03, -2.58, -0.30], [0.59, -1.99, -1.16], [0.61, 0.77, -1.23], [0.36, 2.39, 0.99], [-1.28, 2.23, 0.32], [-0.85, 1.37, 1.79], [0.18, -0.81, 1.44], [-0.43, -3.41, 0.25], [1.02, -1.32, -1.89], [0.68, 1.78, -1.42]],
  "nbo_charge": [-0.66, 0.17, -0.22, -0.21, -0.09, -0.75, 0.22, 0.23, 0.23, 0.17, 0.27, 0.29, 0.34]
}